Record 1
Entry from the Open Molecules 2025 dataset: an isolated molecule of C13H16O5 at a distorted geometry (ωB97M-V with the def2-TZVPD basis set).

Results
DFT total energy = -880.738998 Eh
Energy above the lowest of the compared OMol25 structures with the same formula, charge and spin = 11.8515 eV
HOMO energy = -7.42 eV
Kohn-Sham gap = 0.287 Eh

Geometry as XYZ:
```
34
Properties=species:S:1:pos:R:3:mulliken_charge:R:1
C -2.552 -3.243 0.484 -1.03
C -1.199 -2.385 0.368 -0.99
O -1.608 -0.952 0.577 -0.26
C -0.837 -0.046 0.378 1.16
C 0.497 -0.381 0.106 -0.96
C 1.305 0.775 0.139 1.38
C 2.738 0.672 -0.156 -0.37
C 3.335 -0.391 0.050 -0.25
C 4.896 -0.457 -0.214 0.39
O 5.461 -1.557 -0.138 -0.56
O 5.516 0.795 -0.618 -0.48
C 0.747 2.029 0.239 -0.69
C -0.540 2.380 0.080 -1.01
C -1.464 1.325 0.263 0.35
O -2.671 1.637 0.482 -0.51
C -3.844 0.984 0.335 -1.02
C -4.023 0.411 -1.243 -0.31
O -4.974 -0.751 -1.425 -0.50
H -3.350 -2.912 -0.463 0.17
H -3.035 -3.157 1.402 0.37
H -2.364 -4.401 0.156 0.34
H -0.825 -2.490 -0.536 0.55
H -0.637 -2.585 1.100 0.66
H 0.787 -1.241 0.407 0.44
H 3.397 1.751 -0.194 0.11
H 2.980 -1.633 -0.025 0.12
H 6.555 0.503 -0.492 0.38
H 1.466 3.048 0.066 0.04
H -0.831 3.461 0.119 0.35
H -4.632 1.207 0.650 1.21
H -3.742 -0.136 1.058 0.14
H -4.022 1.175 -1.926 0.43
H -3.098 -0.276 -1.308 0.02
H -5.795 -0.029 -1.046 0.34
```

---

Record 2
Entry from the Open Molecules 2025 dataset: an isolated molecule of C13H16Si at a distorted geometry (ωB97M-V with the def2-TZVPD basis set).

Results
DFT total energy = -794.248913 Eh
Energy above the lowest of the compared OMol25 structures with the same formula, charge and spin = 6.5713 eV
HOMO energy = -7.48 eV
Kohn-Sham gap = 0.285 Eh

Geometry as XYZ:
```
30
Properties=species:S:1:pos:R:3:mulliken_charge:R:1
C 0.753 0.285 2.562 -0.93
C 1.181 0.132 1.313 -0.14
Si 1.012 -1.547 0.515 0.11
C 1.455 -3.124 1.360 -0.35
C 2.218 -3.135 2.480 -0.62
C 0.262 -1.518 -1.088 -0.38
C 0.067 -0.196 -1.844 -0.94
C -1.264 0.561 -1.817 0.21
C -1.385 1.792 -2.666 -0.78
C -0.982 3.022 -2.223 -0.42
C -0.738 3.228 -0.847 -0.41
C -0.945 2.242 0.030 -0.47
C -1.491 0.986 -0.423 0.70
C -2.266 0.404 0.460 -1.03
H 0.750 1.277 3.004 0.28
H 0.464 -0.551 3.118 0.33
H 1.425 1.020 0.789 0.47
H 0.853 -3.946 1.059 0.38
H 2.641 -4.008 3.040 0.24
H 2.646 -2.283 2.886 0.27
H 0.086 -2.426 -1.724 0.33
H 0.275 -0.373 -2.871 0.44
H 0.924 0.433 -1.451 0.18
H -1.924 -0.175 -2.064 0.58
H -1.819 1.572 -3.619 0.42
H -1.002 3.868 -2.864 0.44
H -0.636 4.194 -0.338 0.32
H -0.896 2.470 1.141 0.19
H -2.033 0.636 1.524 0.20
H -2.930 -0.373 0.284 0.36
```

---

Record 3
Entry from the Open Molecules 2025 dataset: a structure of composition C13H17BF4N2Sn at a distorted geometry (ωB97M-V with the def2-TZVPD basis set).

Results
DFT total energy = -1253.032775 Eh
Net charge = +2
Energy above the lowest of the compared OMol25 structures with the same formula, charge and spin = 1.0459 eV
HOMO energy (alpha / beta) = -15.87 / -15.77 eV
Kohn-Sham gap (alpha / beta) = 0.136 / 0.112 Eh

Geometry as XYZ:
```
38
Properties=species:S:1:pos:R:3:mulliken_charge:R:1
C -0.481 1.785 1.304 -1.56
C -0.241 -1.728 1.552 -1.09
H 0.576 2.011 1.474 0.41
H -0.973 1.572 2.263 0.37
H -0.994 2.573 0.750 0.52
H -0.045 -2.660 1.033 0.37
H 0.619 -1.454 2.189 0.20
H -1.137 -1.831 2.179 0.42
C 0.689 2.588 -1.535 -0.02
C 0.948 3.416 -2.635 -0.77
C 1.078 2.814 -3.889 -0.58
C 0.988 1.433 -3.979 -0.48
H 0.639 3.008 -0.532 0.55
H 1.027 4.492 -2.507 0.44
H 1.241 3.393 -4.790 0.49
H 1.123 0.919 -4.923 0.32
N 0.470 1.265 -1.641 0.04
C 0.655 0.670 -2.852 0.58
C 0.463 -0.795 -2.937 0.71
N 0.078 -1.451 -1.811 0.03
C -0.026 -2.797 -1.842 0.08
C 0.513 -2.876 -4.176 -0.54
C 0.187 -3.549 -3.000 -0.79
H -0.275 -3.294 -0.903 0.39
H 0.087 -4.635 -2.988 0.43
C 0.667 -1.496 -4.133 -0.52
H 0.918 -0.929 -5.021 0.34
H 0.649 -3.388 -5.120 0.49
Sn -0.578 -0.079 0.171 1.40
C -2.605 -0.097 -0.551 -1.19
H -2.920 -1.126 -0.760 0.38
H -2.652 0.527 -1.455 0.33
H -3.194 0.355 0.262 0.39
F 1.342 0.350 2.989 -0.37
B 0.519 0.296 4.181 0.65
F 0.863 -0.840 4.944 -0.10
F 0.668 1.502 4.891 -0.11
F -0.879 0.184 3.780 -0.21
```

---

Record 4
Entry from the Open Molecules 2025 dataset: a structure of composition C13H17BaIN2O3S at a distorted geometry (ωB97M-V with the def2-TZVPD basis set).

Results
DFT total energy = -1562.019930 Eh
Energy above the lowest of the compared OMol25 structures with the same formula, charge and spin = 5.2369 eV
HOMO energy (alpha / beta) = -7.64 / -7.66 eV
Kohn-Sham gap (alpha / beta) = 0.235 / 0.213 Eh

Geometry as XYZ:
```
38
Properties=species:S:1:pos:R:3:mulliken_charge:R:1
C 2.100 3.568 0.894 -1.60
C 3.524 0.964 0.086 -1.47
H 1.605 3.790 -0.089 0.58
H 3.380 3.774 0.873 0.28
H 1.806 3.198 1.944 0.50
H 3.147 0.962 -1.008 0.46
H 4.295 1.939 0.284 0.27
H 3.297 0.440 1.097 0.65
C -2.348 1.565 -0.987 0.35
C -3.645 1.311 -1.452 -0.76
C -3.869 0.106 -2.119 -0.42
C -2.802 -0.781 -2.257 -0.61
H -2.139 2.479 -0.410 -0.27
H -4.425 2.045 -1.278 0.42
H -4.853 -0.146 -2.514 0.41
H -2.940 -1.739 -2.749 0.25
N -1.314 0.751 -1.168 0.17
C -1.527 -0.452 -1.741 0.47
C -0.398 -1.424 -1.741 0.42
N 0.749 -1.057 -1.132 0.13
C 1.706 -1.973 -0.936 -0.06
C 0.494 -3.650 -2.162 -0.49
C 1.634 -3.280 -1.449 -0.79
H 2.575 -1.658 -0.349 0.33
H 2.460 -3.966 -1.284 0.38
C -0.530 -2.714 -2.305 -0.55
H -1.440 -2.965 -2.837 0.29
H 0.391 -4.646 -2.592 0.41
Ba 1.176 1.467 0.428 1.60
I -1.169 4.065 1.545 -0.53
C -0.574 0.047 4.159 -0.94
S 0.308 -0.548 2.730 1.30
O 1.542 0.261 2.669 -0.82
O 0.608 -2.010 3.000 -0.69
O -0.539 -0.267 1.570 -0.56
H -0.013 -0.124 5.086 0.33
H -1.547 -0.452 4.196 0.33
H -0.721 1.119 3.997 0.26
```

---

What did the fourth record say?
Entry from the Open Molecules 2025 dataset: a structure of composition C13H17BaIN2O3S at a distorted geometry (ωB97M-V with the def2-TZVPD basis set).

Results
DFT total energy = -1562.019930 Eh
Energy above the lowest of the compared OMol25 structures with the same formula, charge and spin = 5.2369 eV
HOMO energy (alpha / beta) = -7.64 / -7.66 eV
Kohn-Sham gap (alpha / beta) = 0.235 / 0.213 Eh

Geometry as XYZ:
```
38
Properties=species:S:1:pos:R:3:mulliken_charge:R:1
C 2.100 3.568 0.894 -1.60
C 3.524 0.964 0.086 -1.47
H 1.605 3.790 -0.089 0.58
H 3.380 3.774 0.873 0.28
H 1.806 3.198 1.944 0.50
H 3.147 0.962 -1.008 0.46
H 4.295 1.939 0.284 0.27
H 3.297 0.440 1.097 0.65
C -2.348 1.565 -0.987 0.35
C -3.645 1.311 -1.452 -0.76
C -3.869 0.106 -2.119 -0.42
C -2.802 -0.781 -2.257 -0.61
H -2.139 2.479 -0.410 -0.27
H -4.425 2.045 -1.278 0.42
H -4.853 -0.146 -2.514 0.41
H -2.940 -1.739 -2.749 0.25
N -1.314 0.751 -1.168 0.17
C -1.527 -0.452 -1.741 0.47
C -0.398 -1.424 -1.741 0.42
N 0.749 -1.057 -1.132 0.13
C 1.706 -1.973 -0.936 -0.06
C 0.494 -3.650 -2.162 -0.49
C 1.634 -3.280 -1.449 -0.79
H 2.575 -1.658 -0.349 0.33
H 2.460 -3.966 -1.284 0.38
C -0.530 -2.714 -2.305 -0.55
H -1.440 -2.965 -2.837 0.29
H 0.391 -4.646 -2.592 0.41
Ba 1.176 1.467 0.428 1.60
I -1.169 4.065 1.545 -0.53
C -0.574 0.047 4.159 -0.94
S 0.308 -0.548 2.730 1.30
O 1.542 0.261 2.669 -0.82
O 0.608 -2.010 3.000 -0.69
O -0.539 -0.267 1.570 -0.56
H -0.013 -0.124 5.086 0.33
H -1.547 -0.452 4.196 0.33
H -0.721 1.119 3.997 0.26
```

---

Q: Which of these has the highest energy above the lowest of the compared OMol25 structures with the same formula, charge and spin?
A: C13H16O5